(1)
C8H36O12 | ωB97M-V/def2-TZVPD

XYZ file:
```
56
Properties=species:S:1:pos:R:3:forces:R:3:nbo_charge:R:1
C 0.27618 1.71523 0.80228 -1.382 1.190 -0.872 -0.563
C 0.40028 0.94872 -0.53633 1.929 3.002 0.115 -0.462
C -0.73856 0.10883 -0.90097 -1.134 -2.387 -0.645 -0.027
C -1.56268 -0.38055 0.03250 -0.903 -1.545 1.621 -0.406
C -1.63439 -0.63591 -3.15803 -0.896 -2.264 -1.678 -0.425
C -0.61412 -0.61444 -2.31298 -1.967 2.281 3.944 -0.052
C 0.69460 -1.17477 -2.23004 4.749 -1.738 -2.231 -0.232
C 1.15129 -2.39167 -1.83558 3.537 2.416 -2.030 -0.390
H -0.60685 2.41864 0.71393 1.254 -2.068 0.842 0.151
H 0.32125 1.09378 1.68842 -0.618 0.055 -0.140 0.207
H 1.04317 2.44902 0.93904 1.001 0.164 -0.232 0.222
H 0.58435 1.79359 -1.38780 -0.076 -2.310 1.737 0.161
H 1.31637 0.32983 -0.33416 -1.048 0.576 -1.231 0.289
H -1.45029 -0.04034 1.13063 -0.390 -0.401 -2.021 0.203
H -2.23254 -1.35706 -0.06136 1.330 2.487 -0.185 0.208
H -1.38297 -1.19252 -4.10619 -0.687 0.615 0.792 0.206
H -2.77108 -0.50665 -2.96180 2.421 0.685 -0.116 0.228
H 1.65675 -0.58491 -2.62040 -2.628 -0.517 0.995 0.249
H 0.83215 -3.34976 -1.64279 -2.116 -1.541 0.801 0.207
H 2.31077 -2.53152 -1.96494 -2.161 0.633 0.415 0.194
H -1.45030 -3.66475 -0.28571 -1.540 -0.536 -1.803 0.495
H -0.61425 -4.50819 0.73046 -0.751 1.459 -0.684 0.479
O -0.92277 -3.59433 0.47131 2.532 -1.116 3.012 -0.976
H 0.87142 -1.90060 1.63832 0.621 2.041 -0.126 0.482
H 0.82251 -0.56039 2.49212 1.439 -1.360 -1.763 0.512
O 1.20690 -0.94799 1.61063 -1.553 -1.315 1.899 -1.010
H 4.32195 0.94189 -2.60934 5.860 -2.660 -3.867 0.453
H 3.36781 0.60139 -1.57932 -0.494 -1.010 1.452 0.496
O 3.65348 1.26594 -2.17631 -5.443 4.080 2.248 -0.959
H 1.36169 -3.40839 0.44987 2.933 -2.194 0.211 0.492
H 2.38401 -4.24481 1.42346 -0.241 0.262 -0.409 0.472
O 2.23782 -4.01758 0.48956 -2.729 1.861 0.158 -0.968
H -0.25759 4.87933 -0.99417 -0.689 5.328 -2.695 0.476
H 0.56926 3.62805 -1.07188 0.969 -0.089 -0.725 0.484
O -0.12070 4.09321 -0.63464 -0.187 -4.680 3.185 -0.945
H -2.49327 -0.93904 3.92185 0.490 1.289 0.470 0.502
H -2.10063 0.59008 4.25168 -1.118 0.936 -0.615 0.506
O -1.96378 -0.31848 4.47763 -0.116 -1.721 0.039 -0.965
H -1.50893 3.30807 0.59013 -3.338 1.259 0.314 0.495
H -2.99566 3.14294 0.12240 -0.911 -0.813 -1.735 0.472
O -2.51061 3.51753 0.81860 3.261 0.761 -0.049 -0.971
H 2.73328 -0.40259 0.74746 -0.355 -0.164 0.108 0.518
H 3.71779 -1.13777 -0.08257 1.812 -2.867 -0.057 0.476
O 3.22331 -0.37550 -0.08695 -1.099 2.566 0.090 -0.977
H -1.87234 2.90608 2.97199 -2.111 -0.032 0.077 0.463
H -3.28485 3.09752 2.29558 1.233 -0.445 1.157 0.508
O -2.85562 2.78598 3.13908 1.057 -0.096 0.197 -0.992
H -3.59003 -3.20229 -1.88349 2.241 -1.351 0.930 0.488
H -2.15502 -2.69883 -1.88478 -0.493 -1.636 0.351 0.491
O -2.65288 -3.54353 -1.61484 -1.746 3.142 -1.703 -0.968
H -0.33372 -0.12523 4.07679 0.818 -0.598 -0.010 0.494
H 0.67046 -0.68089 4.98080 0.601 -0.868 1.963 0.487
O 0.62812 -0.39285 4.10143 -1.262 1.448 -1.513 -0.981
H 0.76515 2.92896 -3.14271 -3.647 -2.101 1.089 0.450
H 2.25302 2.83525 -3.01675 -1.120 0.796 -0.832 0.500
O 1.49692 3.35754 -3.43296 4.856 1.092 -0.242 -0.947
```
Forces are in eV/Å.

Results
F_max: 0.146 hartree/bohr
Energy relative to the best compared isomer or geometry (same formula, charge and spin): 7.049 eV
Orbital gap: 9.35 eV
E_HOMO: -9.25 eV

(2)
C8H40O13 | ωB97M-V/def2-TZVPD

XYZ file:
```
61
Properties=species:S:1:pos:R:3:forces:R:3:nbo_charge:R:1
C 0.09066 -0.93626 -2.41132 -0.033 0.469 -0.222 -0.638
C 0.13251 -1.42911 -0.97635 0.310 -0.653 0.372 -0.453
C -0.97041 -0.97101 -0.04912 0.055 0.000 -0.105 0.025
C -1.71360 0.11898 -0.24315 0.083 -0.689 0.379 -0.446
C -0.48655 -1.89241 2.24096 0.496 -0.005 -0.064 -0.177
C -1.19829 -1.89584 1.10871 -0.724 0.334 1.198 -0.037
C -2.45289 -2.74954 1.05267 -0.191 -0.286 -1.241 -0.647
C 0.54376 -0.86448 2.57681 1.160 0.458 -0.795 -0.675
H 0.02554 -1.69701 -3.18639 -0.072 -0.446 0.279 0.220
H 0.98172 -0.36740 -2.67297 -0.248 0.223 0.202 0.212
H -0.78095 -0.30623 -2.56657 -0.005 0.079 -0.126 0.216
H 1.06609 -1.15053 -0.48735 0.035 0.514 -0.033 0.210
H 0.24881 -2.51353 -0.90114 -0.471 -0.114 -0.273 0.232
H -1.66656 0.73401 -1.12693 0.112 0.170 0.030 0.206
H -2.46138 0.35069 0.50108 -0.343 0.129 -0.322 0.195
H -0.53344 -2.74875 2.90614 -0.690 0.148 0.241 0.201
H -2.22734 -3.79454 0.83279 -0.030 -0.097 0.113 0.221
H -3.11932 -2.69848 1.91192 0.484 0.079 0.376 0.230
H -3.07255 -2.39869 0.22108 0.114 -0.105 -0.047 0.219
H 0.19939 0.16593 2.58416 -0.131 -0.238 -0.199 0.227
H 1.27740 -0.91834 1.76453 0.304 0.329 0.162 0.209
H 1.10710 -0.91072 3.50894 -0.248 -0.774 0.099 0.226
H -3.47051 2.32051 -1.21573 0.072 -0.867 -0.091 0.480
H -4.15465 3.03699 -0.18766 -0.403 -0.294 0.546 0.466
O -3.99875 2.10982 -0.42832 0.250 1.315 -0.448 -0.943
H 1.85906 2.05152 0.95246 -0.170 -0.740 0.015 0.526
H 3.25983 2.38327 0.54415 0.602 0.298 0.006 0.473
O 2.67084 1.63285 0.56300 -0.299 0.507 0.056 -0.998
H 1.70588 -5.17568 -1.02176 0.032 -0.036 -0.104 0.458
H 2.62707 -3.97657 -0.79711 0.034 -0.073 -0.161 0.495
O 2.32896 -4.60516 -1.48251 -0.132 0.023 0.181 -0.974
H -1.43229 0.76271 1.90889 0.157 -0.355 -0.161 0.500
H -2.49158 1.64693 2.51230 0.188 -0.180 0.453 0.518
O -1.62036 1.23365 2.72867 -0.581 0.896 -0.305 -0.997
H 2.14529 -1.04999 -4.29323 0.069 0.052 -0.155 0.477
H 2.91562 -0.59532 -3.06714 0.272 0.073 0.280 0.493
O 2.76378 -0.37645 -3.99326 0.083 0.039 -0.232 -0.966
H -0.29712 2.29415 2.19398 0.250 0.001 0.013 0.510
H 0.14240 3.29270 1.08744 0.068 -0.018 -0.101 0.498
O 0.47966 2.62556 1.69956 -0.161 0.411 -0.024 -0.998
H 0.55948 3.03322 -1.50209 -0.329 -0.404 0.527 0.465
H 0.90310 4.41717 -1.52760 0.109 0.825 0.247 0.478
O 0.36546 3.82907 -0.99184 0.371 -0.203 -0.543 -0.943
H -4.83501 1.47471 1.86046 0.092 0.119 -0.056 0.489
H -4.24810 0.43267 2.79257 0.013 0.074 0.281 0.493
O -4.28179 1.38979 2.64673 -0.286 -0.241 -0.255 -0.954
H -0.18407 1.80617 -2.77944 0.244 0.094 -0.358 0.470
H -0.86027 2.99247 -3.57576 0.385 -0.021 0.109 0.483
O -0.99241 2.12599 -3.18382 -0.733 -0.247 0.029 -0.948
H -2.26513 0.03659 3.86322 0.204 -0.371 0.305 0.491
H -1.87431 -1.28798 4.55859 0.005 0.028 -0.083 0.467
O -2.61728 -0.69907 4.40438 -0.302 0.175 -0.064 -0.980
H 2.86115 -1.76439 -0.38125 0.534 -0.202 0.530 0.503
H 3.03820 -2.35988 1.06354 -0.110 0.167 0.087 0.480
O 3.18608 -2.53375 0.13298 -0.115 -0.228 -0.266 -0.981
H 4.46060 -0.41651 -1.07613 -0.015 0.194 0.241 0.494
H 3.27972 0.53817 -0.53586 0.126 -0.262 0.187 0.516
O 3.52202 -0.21258 -1.12148 -0.320 0.051 -0.749 -1.017
H 3.21661 2.12555 -2.20260 0.092 -0.124 0.136 0.465
H 3.09367 1.79608 -3.66786 0.031 -0.127 -0.099 0.496
O 3.24943 2.53827 -3.06896 -0.295 0.126 -0.001 -0.963
```
Forces are in eV/Å.

Results
F_max: 0.029 hartree/bohr
Energy relative to the best compared isomer or geometry (same formula, charge and spin): 0.225 eV
Orbital gap: 9.03 eV
E_HOMO: -9.08 eV

(3)
C8H44BN3O18S | ωB97M-V/def2-TZVPD

XYZ file:
```
75
Properties=species:S:1:pos:R:3:forces:R:3:mulliken_charge:R:1
C 0.47498 -1.28574 -0.29849 -0.233 -1.163 -0.910 -1.043
N 0.09086 -0.46248 -1.47309 1.303 1.606 1.268 0.559
C 1.03915 -0.74327 -2.57099 -0.784 -1.582 -0.306 -0.910
B -0.04683 0.93036 -1.16000 -0.187 -0.004 -0.800 0.271
O -0.64550 1.41305 0.01849 0.548 -0.144 -0.126 -0.630
C 0.47647 1.99649 -2.25004 -1.094 -0.674 0.492 0.742
C -0.32973 2.33748 -3.31224 0.916 0.899 -0.485 -0.540
C 0.13400 3.30413 -4.31307 0.501 -0.603 1.021 -0.680
C 1.39554 3.83412 -4.19994 0.196 0.908 -0.950 -0.681
C 2.26634 3.47819 -3.12006 0.274 -1.007 1.496 0.636
N 3.53328 3.86836 -2.84101 -0.779 -0.368 0.290 -0.529
S 3.95270 3.14744 -1.45423 0.021 -0.139 0.019 0.056
N 2.62646 2.24160 -1.07054 0.651 1.401 -1.808 -0.236
C 1.80231 2.54327 -2.09800 -1.665 -0.094 -0.974 0.057
H 0.24351 -2.33565 -0.56399 0.088 0.476 0.425 0.282
H 1.57318 -1.24839 -0.19168 -0.584 0.230 0.307 0.257
H -0.06664 -1.04946 0.62836 0.270 0.143 -0.436 0.405
H 1.19278 -1.85187 -2.56386 -0.043 1.006 -0.249 0.253
H 2.03268 -0.27213 -2.46173 -0.457 -0.034 -0.052 0.172
H 0.54662 -0.50273 -3.52582 0.536 0.128 0.271 0.335
H -0.04216 1.38686 0.77267 -0.321 -0.141 0.018 0.221
H -1.32935 1.89845 -3.43680 0.508 0.186 0.174 0.431
H -0.51724 3.58939 -5.14457 0.309 -0.088 0.342 0.405
H 1.76072 4.57514 -4.94592 -0.307 -0.728 0.592 0.295
O 2.45933 -3.09434 0.73116 0.490 -0.512 -0.076 -0.524
H 2.32534 -2.95130 1.67506 -0.123 0.173 -0.069 0.204
H 3.22354 -3.68063 0.68893 -0.032 -0.012 0.162 0.252
O 2.70629 -3.46410 -2.44409 0.105 -0.353 0.276 -0.632
H 2.56581 -3.30932 -1.49817 -0.121 0.138 -0.034 0.313
H 3.45832 -4.06609 -2.47397 -0.027 0.018 -0.114 0.286
O 1.36229 4.81872 0.04863 0.028 0.049 0.108 -0.631
H 2.01491 4.75761 0.75318 -0.021 0.056 -0.018 0.305
H 1.18553 3.90174 -0.18853 -0.108 0.041 0.008 0.308
O -0.15268 -4.96951 -3.05417 -0.017 -0.069 -0.087 -0.634
H -0.21526 -4.53650 -3.91335 0.057 0.060 0.050 0.343
H 0.72886 -4.73529 -2.74272 0.106 0.112 0.038 0.310
O -2.02243 -2.87879 -4.13012 0.016 -0.010 -0.012 -0.655
H -1.70202 -2.63501 -3.25328 0.040 -0.023 -0.028 0.351
H -2.25813 -3.80822 -4.04092 -0.078 0.055 0.077 0.297
O -3.88935 2.22261 0.39412 0.024 -0.032 0.047 -0.693
H -3.04297 1.78009 0.25269 0.041 0.050 -0.008 0.347
H -3.71353 2.83661 1.11682 0.026 -0.043 0.001 0.313
O -1.68858 -3.51679 0.10353 0.071 -0.124 -0.084 -0.581
H -1.99033 -4.43049 0.05965 0.032 0.023 -0.091 0.253
H -2.43046 -3.00919 -0.24544 -0.028 -0.004 0.115 0.304
O -3.85903 -3.14575 1.76899 -0.181 -0.146 0.262 -0.624
H -4.38323 -3.71541 2.34341 -0.107 0.122 -0.020 0.312
H -2.94517 -3.32977 2.02126 0.058 0.157 -0.161 0.347
O -5.98701 -1.92033 3.61750 0.307 0.183 0.099 -0.650
H -5.82330 -1.30142 4.33816 -0.214 0.006 0.009 0.302
H -5.62481 -1.47818 2.83842 -0.018 -0.149 -0.076 0.339
O 2.64374 5.11312 -7.13280 0.065 0.165 0.017 -0.619
H 2.53580 5.56733 -7.97429 -0.045 -0.034 0.023 0.299
H 3.51704 5.38966 -6.82705 0.097 -0.176 -0.056 0.309
O 5.86934 5.15565 -6.25312 -0.043 0.070 0.185 -0.631
H 5.73975 5.25955 -5.30319 -0.046 -0.013 -0.028 0.330
H 6.64894 4.59585 -6.32332 -0.060 -0.017 -0.102 0.304
O -4.30507 2.55050 3.32669 -0.189 -0.041 0.113 -0.622
H -5.06351 2.14791 2.88800 0.112 -0.011 -0.132 0.330
H -4.66124 2.88741 4.15548 0.087 0.065 -0.023 0.296
O 2.56529 -0.35413 2.01353 0.087 0.224 0.323 -0.539
H 2.72191 0.26308 2.73752 -0.036 0.070 -0.083 0.276
H 2.92446 0.09760 1.23971 -0.041 -0.136 -0.078 0.259
O -2.90129 -2.17386 4.75205 -0.146 -0.017 0.113 -0.683
H -3.13308 -2.91851 5.32026 0.082 -0.012 -0.015 0.344
H -3.71906 -1.97763 4.27731 0.064 -0.092 -0.149 0.317
O 2.09854 -2.06020 4.81976 0.097 0.120 -0.024 -0.605
H 2.25605 -1.44986 5.54735 -0.031 -0.087 0.037 0.307
H 2.45416 -1.60779 4.04719 -0.050 -0.055 -0.089 0.300
O -2.10328 -1.97163 7.47921 0.114 0.082 -0.181 -0.693
H -2.19590 -1.54348 6.61586 -0.135 -0.110 -0.042 0.361
H -1.21795 -1.72275 7.77026 0.024 -0.121 -0.041 0.351
O -1.34426 -0.78830 9.73933 -0.219 0.075 0.322 -0.629
H -2.12779 -1.18282 9.33160 0.042 0.053 -0.106 0.350
H -1.66865 -0.41024 10.56244 0.173 0.017 0.020 0.295
```
Forces are in eV/Å.

Results
F_max: 0.047 hartree/bohr
Orbital gap: 8.11 eV
E_HOMO: -8.74 eV

(4)
C8H4BrNO2 | ωB97M-V/def2-TZVPD

XYZ file:
```
16
Properties=species:S:1:pos:R:3:forces:R:3:nbo_charge:R:1
C 1.31502 -1.36195 1.61983 0.226 -0.340 1.068 0.108
C -1.19185 1.20422 -0.06509 -2.289 -1.457 0.301 -0.238
C 0.60032 -1.21282 0.55247 1.393 3.254 -3.831 0.065
C -0.42432 0.82798 -1.11567 -0.786 1.568 0.920 0.210
C 1.69627 0.42896 -0.45615 -1.575 -2.081 0.874 -0.169
C 0.93895 1.31926 -1.38286 1.081 -0.735 0.599 0.385
C -1.74021 -0.17711 0.44134 1.212 -1.275 -0.712 -0.416
C -0.59397 -1.20563 -0.23044 -3.092 0.971 2.100 0.004
N 2.11257 -1.28830 2.45502 1.260 -0.259 1.638 -0.228
O 1.47843 2.16505 -2.02786 -0.341 0.746 -0.457 -0.474
O -0.39649 -0.50912 -1.39909 0.068 -0.097 -1.787 -0.472
Br 3.34690 0.75494 0.09133 0.954 0.033 0.425 0.275
H -1.67120 2.13751 0.41931 1.782 -1.392 -1.268 0.269
H -1.72635 -0.34825 1.52147 -0.375 0.443 -0.157 0.223
H -2.65600 -0.57058 -0.05236 0.201 0.756 0.584 0.226
H -1.08806 -2.16416 -0.37126 0.280 -0.135 -0.297 0.231
```
Forces are in eV/Å.

Results
F_max: 0.101 hartree/bohr
Energy relative to the best compared isomer or geometry (same formula, charge and spin): 7.963 eV
Orbital gap (spin up / spin down): 6.99 / 8.04 eV
E_HOMO (spin up / spin down): -8.55 / -9.30 eV

(5)
C8H4ClF3NO2 | ωB97M-V/def2-TZVPD

XYZ file:
```
19
Properties=species:S:1:pos:R:3:forces:R:3:nbo_charge:R:1
C 1.29085 -1.53537 -1.25716 2.593 -2.159 -0.233 -0.115
C -0.01248 -1.37932 -1.49291 -0.233 0.822 -0.077 -0.377
C 2.08035 -1.08842 -0.15617 0.031 0.078 -0.741 -0.509
C -0.79422 -0.47558 -0.69048 1.571 -0.864 3.543 -0.121
C -2.28457 0.56319 3.21030 -0.405 1.280 -1.741 1.042
C 1.36832 -0.20265 0.53750 -3.461 3.804 2.955 0.300
C 0.12311 0.48444 0.09143 -0.310 -1.063 -1.893 -0.215
C 0.17503 1.73460 -0.59874 2.016 4.027 -2.526 0.988
N 0.62058 0.48649 1.41758 2.158 -1.800 0.623 -0.455
O -1.69600 0.09116 4.06584 0.734 -1.085 1.570 -0.516
O -2.84895 1.11888 2.36173 -0.267 -0.129 0.141 -0.529
F -0.95900 2.46191 -0.63432 -0.527 -0.285 0.408 -0.339
F 1.12799 2.66597 -0.11463 -1.083 -1.636 -0.476 -0.358
F 0.49116 1.65577 -1.99888 -0.213 -0.356 1.681 -0.382
Cl -1.63288 -1.44052 0.70283 -0.518 -0.205 -0.287 -0.212
H 1.88247 -2.26733 -1.80733 -0.407 0.085 -0.788 0.184
H -0.53377 -1.62629 -2.37272 0.027 -1.012 -1.175 0.194
H 3.12925 -1.20316 -0.00588 0.426 -0.785 -0.030 0.212
H -1.52723 -0.04376 -1.25800 -2.134 1.284 -0.955 0.208
```
Forces are in eV/Å.

Results
F_max: 0.115 hartree/bohr
Energy relative to the best compared isomer or geometry (same formula, charge and spin): 1.541 eV
Orbital gap: 6.78 eV
Total charge: -1
E_HOMO: -3.48 eV

(6)
C8H4MnN2O5 | ωB97M-V/def2-TZVPD

XYZ file:
```
20
Properties=species:S:1:pos:R:3:forces:R:3:nbo_charge:R:1
O -0.00003 -0.00226 -3.49232 0.001 0.027 2.804 -0.345
C 0.00042 0.00749 -2.35430 -0.002 -0.032 -3.540 0.464
Mn 0.00055 0.00466 0.33442 -0.019 -0.225 -4.501 0.380
O 1.86310 -2.34373 0.04153 -3.576 4.519 0.220 -0.304
C 1.13758 -1.42647 0.08497 5.239 -6.470 -0.724 0.570
C -1.12444 1.44557 0.09059 -5.385 6.732 -0.324 0.563
O -1.85012 2.36424 0.06613 3.606 -4.585 -0.023 -0.300
C -1.44234 -1.11732 0.08662 -6.689 -5.045 -0.713 0.571
O -2.36822 -1.83256 0.04283 4.607 3.545 0.224 -0.304
C 1.43437 1.13827 0.09148 6.862 5.269 -0.325 0.563
O 2.36090 1.85430 0.06503 -4.630 -3.595 -0.008 -0.300
N 0.06839 0.70554 4.10846 -0.249 -2.586 5.378 -0.525
C -0.06384 -0.65855 4.18848 0.180 1.845 1.504 0.144
C -0.11038 -1.12696 2.89909 0.116 1.175 -1.884 0.172
N -0.00282 -0.01746 2.07198 -0.474 -4.782 2.601 -0.717
C 0.10493 1.08669 2.83750 0.441 4.498 -2.272 0.119
H 0.12983 1.34370 4.87560 0.004 0.033 0.607 0.466
H -0.11723 -1.22402 5.09229 -0.006 -0.045 0.528 0.282
H -0.20798 -2.13511 2.51764 0.000 0.023 0.247 0.258
H 0.20363 2.10608 2.48518 -0.026 -0.303 0.201 0.243
```
Forces are in eV/Å.

Results
F_max: 0.168 hartree/bohr
Orbital gap (spin up / spin down): 5.39 / 7.66 eV
Multiplicity: 6
Total charge: +2
E_HOMO (spin up / spin down): -13.37 / -19.17 eV
⟨S²⟩: 8.800

Q: Which value of F_max does entry 5 give?
A: 0.115 hartree/bohr